{"formula": "C2H2N4S", "method": "wB97M-V/def2-TZVPD", "species": ["C", "C", "H", "H", "N", "N", "N", "N", "S"], "coordinates": [[0.5281, -0.0994, -0.7542], [-0.7460, 0.2385, 1.5507], [0.6302, -1.1435, -2.8365], [-1.2712, 0.5840, 2.6320], [1.0816, 0.6517, 0.2207], [0.4238, 0.8042, 1.3484], [-1.4189, -0.4357, 0.6241], [-0.5668, -0.6639, -0.4543], [1.3392, 0.0641, -2.3308]], "lowdin_charge": [-0.806, -0.244, -0.030, 0.167, 0.025, 0.023, 0.096, 0.016, 0.753], "smiles": "Sc1nncnn1", "homo_lumo_gap_ev": 8.204, "homo_ev": -9.3877}



{"formula": "C2H2N4S2", "method": "wB97M-V/def2-TZVPD", "species": ["C", "C", "H", "H", "N", "N", "N", "N", "S", "S"], "coordinates": [[-1.1615, 0.1098, 0.0768], [1.2005, -0.0097, -0.0684], [-3.5744, 1.1057, 0.5383], [3.3067, -1.1639, 0.0748], [-0.6648, 1.2487, -0.1833], [0.6419, 1.2776, -0.1364], [0.7380, -1.1605, -0.1960], [-0.6659, -1.0867, -0.1126], [-2.9808, -0.1791, 0.0853], [2.9614, 0.0231, 0.1481]], "lowdin_charge": [-0.773, -0.755, -0.065, -0.204, 0.051, 0.088, 0.064, 0.047, 0.704, 0.842], "smiles": "Sc1nnc(S)nn1", "homo_lumo_gap_ev": 7.752, "homo_ev": -9.4635}



{"formula": "C2H2N4S2", "method": "wB97M-V/def2-TZVPD", "species": ["C", "C", "H", "H", "N", "N", "N", "N", "S", "S"], "coordinates": [[-1.2711, 0.0103, -0.0071], [1.2666, -0.0131, -0.0063], [-3.1593, -1.2505, 0.0246], [3.1523, 1.2440, 0.0232], [-0.6698, -1.1796, -0.0003], [0.6369, -1.1910, -0.0095], [0.6716, 1.1818, -0.0012], [-0.6350, 1.2005, -0.0083], [-3.0196, 0.0830, -0.0077], [3.0275, -0.0852, -0.0075]], "lowdin_charge": [-0.748, -0.745, -0.120, -0.127, 0.027, 0.027, 0.027, 0.031, 0.816, 0.811], "smiles": "Sc1nnc(S)nn1", "homo_lumo_gap_ev": 8.256, "homo_ev": -9.2998}



{"formula": "C2H2N5O2", "method": "wB97M-V/def2-TZVPD", "species": ["C", "C", "N", "N", "N", "N", "N", "O", "O", "H", "H"], "coordinates": [[-0.3594, 1.1530, 0.0463], [-3.0581, -0.9972, -0.2773], [-1.6769, 0.9324, -0.2322], [-2.2328, -0.1420, -0.3802], [1.7618, 0.5351, 0.5383], [0.5057, 0.2172, 0.1784], [2.5995, -0.4555, 0.3774], [2.3278, -1.4581, -0.2949], [3.7189, -0.2977, 0.8850], [-0.1472, 2.2257, 0.1237], [-3.4392, -1.7129, -0.9645]], "lowdin_charge": [-0.279, 0.041, 0.013, -0.125, -0.028, 0.005, -0.555, -0.079, -0.094, 0.091, 0.010], "charge": -1, "homo_lumo_gap_ev": [6.964, 6.965], "homo_ev": [-3.5281, -3.5295]}



{"formula": "C2H2N6", "method": "wB97M-V/def2-TZVPD", "species": ["C", "C", "H", "H", "N", "N", "N", "N", "N", "N"], "coordinates": [[-0.6066, 0.5826, -0.7403], [-0.0179, -1.5818, -0.1787], [-1.4826, 2.0875, -0.6259], [0.0359, -2.6770, -0.3423], [-1.7307, 1.1227, -0.7331], [-0.4363, -0.8105, -1.0361], [0.1522, -1.1644, 1.1905], [0.7239, -0.0948, 1.4761], [1.3412, 0.6932, 0.4814], [0.6916, 1.1945, -0.4528]], "lowdin_charge": [-0.481, -0.195, 0.051, 0.125, 0.189, 0.141, 0.056, 0.020, 0.001, 0.093], "smiles": "[H]/N=c1/ncnnnn1", "homo_lumo_gap_ev": 8.545, "homo_ev": -9.7313}



{"formula": "C2H2NO2S", "method": "wB97M-V/def2-TZVPD", "species": ["C", "C", "N", "O", "O", "S", "H", "H"], "coordinates": [[-2.6546, -0.0331, 0.8499], [-1.3503, -0.1610, 1.0194], [2.0722, 0.2779, -0.7180], [4.1590, -0.3636, -2.1982], [-3.7986, -0.1566, 0.5972], [3.2556, 0.6741, -1.5949], [-0.8448, -0.4066, 0.0979], [-0.8383, 0.1687, 1.9467]], "lowdin_charge": [-0.282, 0.003, -0.586, -0.744, 0.110, 0.376, 0.051, 0.073], "charge": -1, "homo_lumo_gap_ev": 6.485, "homo_ev": -3.4193}



{"formula": "C2H2NO2S", "method": "wB97M-V/def2-TZVPD", "species": ["C", "C", "N", "O", "O", "S", "H", "H"], "coordinates": [[2.1379, 0.9856, -0.7483], [0.5199, -1.3863, -0.9328], [2.7880, 1.9005, -0.5063], [-0.8164, 0.5578, -2.3124], [-1.9954, -0.5424, -0.4711], [-0.6934, 0.0211, -0.9845], [0.5353, -1.6117, 0.0929], [-0.5360, 1.3360, -0.1398]], "lowdin_charge": [-0.366, 0.012, -0.162, -0.454, -0.481, 0.441, -0.090, 0.099], "charge": -1, "homo_lumo_gap_ev": [7.994, 7.991], "homo_ev": [-6.0300, -6.0289]}



{"formula": "C2H2NO2S2", "method": "wB97M-V/def2-TZVPD", "species": ["C", "C", "N", "O", "O", "S", "S", "H", "H"], "coordinates": [[-1.9650, 1.4684, 0.4485], [1.9532, -0.7837, -0.5130], [0.6963, -0.7256, -0.4667], [-2.3731, 1.4364, 1.5582], [-1.5688, 2.1720, -0.4276], [-1.8182, -0.5816, -0.2492], [-0.2138, -1.0155, 0.7915], [2.6394, -0.7768, -1.4853], [2.6501, -1.1935, 0.3435]], "lowdin_charge": [-0.910, -0.255, -0.584, -0.031, -0.024, 0.278, 0.395, 0.071, 0.059], "charge": -1, "smiles": "C=NSSC(=O)[O-]", "homo_lumo_gap_ev": 6.851, "homo_ev": -3.3838}



{"formula": "C2H2NO5S", "method": "wB97M-V/def2-TZVPD", "species": ["C", "C", "N", "O", "O", "O", "O", "O", "S", "H", "H"], "coordinates": [[-1.0887, 0.0805, 1.0332], [-0.3290, -0.5405, 0.1717], [-0.4857, -1.6665, -0.6129], [-0.0544, -2.7524, -0.2401], [0.9579, 2.2766, 0.6385], [-1.1520, -1.5868, -1.6584], [2.4680, 0.4104, -0.0621], [1.0957, 1.6494, -1.7503], [1.3607, 1.2813, -0.3748], [-0.7599, 1.0744, 1.2747], [-2.0127, -0.2263, 1.5806]], "lowdin_charge": [-0.032, -0.156, -0.442, 0.015, -0.364, 0.008, -0.346, -0.336, 0.579, 0.009, 0.065], "charge": -1, "homo_lumo_gap_ev": [8.236, 8.237], "homo_ev": [-5.1299, -5.1308]}



{"formula": "C2H2O", "method": "wB97M-V/def2-TZVPD", "species": ["C", "C", "O", "H", "H"], "coordinates": [[0.9352, 0.8133, 0.0270], [-0.3575, 0.3691, 0.2613], [-1.2180, -0.5389, 0.6274], [1.6560, 1.5594, 0.1190], [-0.8433, -1.0802, 1.3290]], "lowdin_charge": [0.107, -0.228, 0.030, -0.033, 0.125], "smiles": "C#CO", "homo_lumo_gap_ev": 9.468, "homo_ev": -9.2444}



{"formula": "C2H2O2", "method": "wB97M-V/def2-TZVPD", "species": ["C", "C", "O", "O", "H", "H"], "coordinates": [[1.0143, -1.1791, 0.3100], [0.0425, -0.3141, -0.4676], [1.2850, -1.8546, 1.1955], [-0.4421, -0.6794, -1.5630], [0.5096, 0.7127, -0.3999], [-0.6514, -0.4277, 0.4362]], "lowdin_charge": [0.064, -0.507, 0.255, -0.114, 0.138, 0.164], "homo_lumo_gap_ev": [8.262, 8.261], "homo_ev": [-9.0476, -9.0472]}



{"formula": "C2H2O2", "method": "wB97M-V/def2-TZVPD", "species": ["C", "C", "H", "H", "O", "O"], "coordinates": [[0.4592, -0.1054, 0.6803], [0.0427, -0.6329, -0.6260], [1.2093, -0.7572, 1.1879], [0.4056, -1.7187, -0.8453], [0.0261, 0.8155, 1.2971], [-0.6044, 0.0477, -1.3806]], "lowdin_charge": [-0.255, -0.221, 0.116, 0.143, 0.115, 0.101], "smiles": "O=CC=O", "homo_lumo_gap_ev": 9.165, "homo_ev": -10.3060}



For reference, relative energy (zero: lowest compared OMol25 entry of this formula, charge and spin) by record: 190.1; 168.9; 0.0; 376.1; 190.6; 267.1; 653.9; 204.6; 523.3; 267.8; 204.2; 35.5 kJ/mol.
For reference, E_tot by record: -18897.9085; -29733.0664; -29734.8171; -13645.9684; -11041.9300; -18525.6608; -18521.6517; -29362.1959; -24665.7000; -4149.7654; -6197.9378; -6199.6863 eV.